Here is a structure of composition C18H41F6N4O12S2V in a non-equilibrium geometry from OMol25. Energies are from ωB97M-V/def2-TZVPD.

```
84
Properties=species:S:1:pos:R:3
O -0.27966 -0.02694 -0.41162
V 0.86585 -0.60218 0.57388
O 2.06485 -0.85925 -0.38459
C 2.20565 -6.16697 -3.96710
F 2.95677 -6.73256 -2.98689
F 2.62651 -4.97764 -4.26198
F 2.41613 -6.81882 -5.11124
S 0.27359 -6.15387 -3.50752
O -0.53431 -6.64748 -4.66616
O 0.06850 -6.98651 -2.30933
N -0.00818 -4.51551 -2.92496
S -0.47332 -3.85087 -4.31256
O 0.41329 -4.04421 -5.45804
O -1.90201 -3.91834 -4.63384
C -0.17979 -1.94442 -3.73289
F 1.10648 -1.68658 -3.39662
F -0.59469 -1.19374 -4.75516
F -0.89493 -1.72919 -2.62009
O -0.52605 -0.53297 2.66458
C -0.94274 -1.89917 2.80863
C -0.51735 -3.00850 1.75625
O -0.19999 -2.71926 0.37959
H -1.99422 -1.90755 3.09573
H -0.58625 -2.01488 3.83216
H -1.20360 -3.84633 1.87957
H 0.41236 -3.37856 2.18846
C 0.78391 6.60123 2.81594
O 1.22858 6.05785 1.65832
C 0.51000 4.98396 1.10682
C 1.08865 4.50061 -0.24724
N 2.33301 3.84723 -0.03913
C 2.84373 3.24927 -1.29134
C 2.05706 2.21995 -2.06082
O 0.93821 2.73300 -2.70884
C 0.05772 1.78058 -3.32197
H 1.35737 7.48878 3.08332
H 1.01380 5.92031 3.63545
H -0.26479 6.89535 2.77331
H -0.50666 5.33952 0.93925
H 0.28936 4.12656 1.74264
H 1.35500 5.41725 -0.77348
H 0.33924 4.03363 -0.88630
H 2.97275 4.52593 0.34844
H 3.76651 2.76971 -0.96485
H 3.16647 4.09305 -1.90124
H 1.88708 1.49639 -1.26353
H 2.68829 1.79200 -2.83960
H 0.49537 1.08671 -4.03968
H -0.73077 2.34329 -3.82170
H -0.34113 1.23120 -2.46922
C 3.21215 2.46981 3.28790
C 2.97022 1.34297 2.24971
C 2.94508 -0.00447 2.98703
O 2.82329 -1.13122 2.12431
C 3.15071 -2.37150 2.62223
N 1.68049 1.48623 1.61783
H 3.25784 3.49154 2.91097
H 4.11643 2.17142 3.81831
H 2.43899 2.45785 4.05614
H 3.78410 1.38970 1.52616
H 2.26309 -0.01325 3.83727
H 3.96799 -0.07120 3.35757
H 4.11595 -2.43871 3.12414
H 3.17289 -3.01247 1.74089
H 2.39728 -2.69924 3.33849
H 1.18943 1.89535 2.39987
H 1.71952 2.31129 1.03657
C -3.28634 0.58244 0.57348
C -4.04135 -0.79359 0.52329
C -5.46209 -0.68801 0.00939
O -6.02135 -1.96576 0.12327
C -7.40840 -1.92089 0.42416
N -3.25585 -1.67095 -0.38089
H -2.42562 0.50046 1.23724
H -3.91789 1.32528 1.06076
H -2.95333 0.97607 -0.38686
H -3.98117 -1.16234 1.54724
H -5.73182 -0.44274 -1.01784
H -5.90691 0.06627 0.65846
H -7.70530 -2.86927 0.87195
H -7.96357 -1.58579 -0.45196
H -7.65832 -1.23263 1.23158
H -2.28812 -1.69165 -0.09246
H -3.09966 -1.07203 -1.17902
```

Calculated values
Total charge   -2
Largest force on an atom   0.1029 Eh/bohr
Orbital gap   5.38 eV
DFT total energy   -4171.7103 hartree

Here is a cluster of 9 separate species, C18H41IN9O19 in total in a non-equilibrium geometry from OMol25. Energies are from ωB97M-V/def2-TZVPD.

```
88
Properties=species:S:1:pos:R:3
C 2.95697 -1.91880 1.61500
C 2.30379 -0.93662 2.22779
C 0.80619 -0.76673 2.28652
C 0.06276 -0.25275 1.01650
C -0.79025 -1.38383 0.37918
C -0.07145 -2.36829 -0.54614
O 0.29974 -3.58029 0.15183
N 1.04423 0.24843 0.03506
C 0.38432 0.79211 -1.14237
C 1.27596 0.89102 -2.39250
C 2.71223 0.41905 -2.25558
I 0.26592 -0.27851 -3.90098
C -0.91296 0.88288 1.54055
O -0.53957 2.04615 1.30464
O -1.94160 0.47833 2.13237
H 2.43211 -2.70213 1.07691
H 4.04338 -1.95602 1.62376
H 2.90345 -0.18380 2.74205
H 0.57367 -0.08100 3.10777
H 0.36008 -1.72693 2.55263
H -1.60902 -0.92002 -0.17998
H -1.27410 -1.94728 1.18439
H -0.73888 -2.64262 -1.37364
H 0.82413 -1.91386 -0.97932
H 1.04740 -3.96404 -0.32160
H 1.48405 1.04595 0.48990
H -0.46190 0.15411 -1.37330
H -0.00503 1.79001 -0.91113
H 1.25475 1.90706 -2.78350
H 3.26898 0.65438 -3.16671
H 3.19006 0.93665 -1.41660
H 2.77360 -0.65950 -2.08978
C 2.31844 -5.45649 -4.50855
N 2.13212 -4.45509 -3.42027
O 2.25082 -4.83736 -2.27209
O 1.86987 -3.32541 -3.76066
H 2.54394 -6.41333 -4.05450
H 1.39442 -5.48267 -5.07792
H 3.13092 -5.09975 -5.13405
C 1.87680 -1.65586 5.77425
N 3.28748 -1.19903 5.63688
O 3.46739 -0.18870 5.00002
O 4.16458 -1.89040 6.12607
H 1.24998 -0.91247 5.29696
H 1.80319 -2.61608 5.26959
H 1.65620 -1.76093 6.83411
C -1.12075 3.42309 -2.72772
N -0.34674 4.25456 -3.68696
O -0.86701 5.27326 -4.11036
O 0.76150 3.87981 -4.00255
H -2.07722 3.90488 -2.57262
H -1.24500 2.43412 -3.16307
H -0.54541 3.35411 -1.80842
C -1.79769 6.19112 -7.26469
N -2.86535 5.56328 -8.09028
O -3.35308 6.22008 -8.98774
O -3.18218 4.42731 -7.80859
H -1.63800 7.19550 -7.63622
H -2.13335 6.18615 -6.23236
H -0.90852 5.57499 -7.35588
C -4.35510 1.00633 0.25076
N -3.74672 1.81201 -0.83956
O -4.33807 2.79758 -1.24820
O -2.67386 1.44126 -1.24677
H -5.30103 1.46051 0.51823
H -4.47460 -0.00267 -0.13218
H -3.64188 1.00960 1.07466
C 0.24704 -5.15901 1.92870
N 0.77994 -4.54019 3.17391
O 0.90943 -3.34131 3.16802
O 1.05168 -5.27902 4.10390
H 0.06791 -4.35840 1.21505
H 0.99577 -5.86304 1.57777
H -0.66477 -5.68372 2.19801
C 3.94888 -2.91035 8.99362
N 2.97868 -3.10693 10.10412
O 3.40612 -3.42153 11.19543
O 1.80645 -2.93505 9.83992
H 4.94440 -3.09189 9.37908
H 3.68583 -3.60203 8.20016
H 3.83523 -1.89220 8.63809
C -5.13603 5.43625 -2.90132
N -6.18444 6.40319 -2.47717
O -6.01264 7.57944 -2.72286
O -7.15473 5.94745 -1.90869
H -4.34695 5.99113 -3.39511
H -4.77030 4.92902 -2.01401
H -5.60658 4.72179 -3.56965
```

Calculated values
Total charge   -1
Largest force on an atom   0.0790 Eh/bohr
Orbital gap   6.54 eV
Energy relative to the best compared isomer or geometry (same formula, charge and spin)   0.0 kcal/mol
DFT total energy   -2929.7739 hartree

Here is a structure of composition C18H41InOP3Se in a non-equilibrium geometry from OMol25. Energies are from ωB97M-V/def2-TZVPD.

```
65
Properties=species:S:1:pos:R:3
In -0.74097 -0.03453 -0.45635
P 1.31943 -0.07980 1.80397
P -0.58010 -2.67283 -0.27374
P -0.83210 2.51180 0.09708
H -7.48205 -1.17809 -3.03459
C -7.30905 -0.25049 -3.59520
C -6.10950 -0.06998 -4.21450
H -5.42200 -0.93636 -4.32938
C 0.70097 -0.33454 3.52646
C 2.58090 -1.41406 1.61865
C 2.33744 1.45078 1.96622
C -1.91379 -3.41029 -1.27926
C 0.96018 -3.42311 -0.91682
C -0.79909 -3.43366 1.37614
C -2.25472 3.15292 -0.86313
C 0.59579 3.54086 -0.39640
C -1.20065 2.96035 1.83256
H -8.16830 0.44032 -3.67598
H -5.77432 0.87169 -4.67104
H 1.56112 -0.34889 4.21058
H 0.15682 -1.28824 3.59691
H 0.01887 0.48179 3.81215
H 3.33812 -1.27411 2.40047
H 3.07811 -1.37758 0.63733
H 2.13367 -2.41107 1.74243
H 3.09015 1.28240 2.74701
H 1.72621 2.31311 2.26603
H 2.85640 1.70391 1.02933
H -1.78512 -4.50483 -1.32239
H -1.88005 -2.99398 -2.29756
H -2.89576 -3.17267 -0.84498
H 1.13577 -4.40508 -0.45423
H 1.82965 -2.78241 -0.71664
H 0.88197 -3.55125 -2.00451
H -0.86810 -4.52440 1.25121
H -1.73240 -3.05213 1.81681
H 0.02670 -3.19020 2.06090
H -2.31683 4.24437 -0.73822
H -3.19879 2.69476 -0.53757
H -2.12186 2.91230 -1.92570
H 0.30902 4.60326 -0.38182
H 0.90825 3.27458 -1.41660
H 1.47417 3.41333 0.25446
H -1.55032 4.00491 1.86562
H -0.31668 2.84396 2.47570
H -1.99136 2.28923 2.20397
C -4.14518 -0.17682 0.89790
C -4.37436 -0.34690 -0.47372
C -5.65120 -0.15147 -0.95972
C -6.70662 0.21213 -0.11173
C -6.49654 0.33368 1.28254
C -5.20248 0.17413 1.76081
Se -2.46659 -0.40173 1.68238
H -1.65902 0.00019 -2.01405
H -3.56185 -0.60889 -1.13559
H -5.78790 -0.26455 -2.02585
H -7.68574 0.36858 -0.56892
H -7.30186 0.57302 1.97919
H -4.98120 0.29619 2.82329
C 2.91956 0.73928 -1.46858
O 1.68116 -0.00194 -1.51488
H 2.68527 1.81003 -1.41743
H 3.54672 0.52037 -2.34793
H 3.48158 0.43907 -0.57201
H 1.59507 -0.42479 -2.39139
```

Calculated values
Total charge   +3
Largest force on an atom   0.0303 Eh/bohr
Orbital gap (spin up / spin down)   4.65 / 3.03 eV
Energy relative to the best compared isomer or geometry (same formula, charge and spin)   0.0 kcal/mol
DFT total energy   -4400.2218 hartree